{
  "formula": "C11H8BiCl2N2O3PrSe",
  "method": "ωB97M-V/def2-TZVPD",
  "orbital_gap_ev": [4.1722, 4.2508],
  "total_charge": 4,
  "total_energy_ev": -130912.972,
  "mol_weight_g_mol": 715.95,
  "multiplicity": 3,
  "species": ["C", "Pr", "C", "O", "C", "H", "C", "C", "C", "C", "C", "O", "H", "O", "H", "C", "N", "H", "C", "Cl", "Cl", "C", "H", "Bi", "Se", "N", "H", "H", "H"],
  "xyz": [[-0.679, -1.576, -4.810], [0.198, 0.963, -3.800], [-0.844, 0.870, 0.045], [0.310, -2.280, 1.172], [1.848, 0.495, 2.339], [2.402, 0.504, -0.270], [1.477, 0.667, -0.806], [-2.058, 0.605, -4.745], [0.749, 0.952, 1.639], [-0.479, 1.106, 2.274], [-0.664, -2.809, 0.865], [-1.252, -2.253, -5.550], [2.495, -0.144, 4.290], [-3.145, 0.428, -5.097], [1.270, -0.237, -1.394], [-0.692, 0.821, 3.618], [0.488, 0.898, 0.250], [-2.452, 1.145, 1.366], [0.416, 0.344, 4.331], [1.091, 1.233, -6.110], [0.201, -3.576, -1.696], [1.657, 0.204, 3.692], [-1.674, 0.972, 4.068], [-2.163, -2.820, -1.086], [-1.744, 0.376, -1.574], [-1.440, 1.114, 1.249], [1.577, 1.546, -1.473], [2.793, 0.369, 1.827], [0.317, 0.081, 5.387]]
}


{
  "formula": "C14H19F9K2O8Pb2",
  "method": "ωB97M-V/def2-TZVPD",
  "orbital_gap_ev": 1.4556,
  "total_charge": 4,
  "relative_energy_ev": 0.9884,
  "total_energy_ev": -98762.630,
  "mol_weight_g_mol": 978.88,
  "species": ["C", "F", "H", "C", "H", "F", "O", "H", "H", "O", "H", "H", "O", "O", "C", "H", "H", "C", "C", "O", "C", "H", "K", "C", "H", "O", "H", "F", "H", "C", "H", "H", "H", "O", "F", "F", "O", "H", "F", "C", "C", "Pb", "H", "K", "C", "Pb", "H", "H", "F", "C", "C", "F", "C", "F"],
  "xyz": [[0.052, -4.026, 1.045], [-2.061, -6.816, -0.821], [-2.799, -1.620, -1.802], [0.636, -0.098, 2.241], [-1.025, 1.122, 2.673], [-0.065, 4.854, -3.021], [-1.820, 0.246, -3.388], [1.824, 3.914, 0.988], [0.491, -0.803, 3.075], [0.396, 5.217, 0.176], [1.781, -5.129, 0.317], [0.182, 1.890, 1.627], [0.665, 2.116, 3.574], [0.064, -6.665, 1.927], [-0.602, 0.055, -3.970], [-0.389, -3.031, 0.973], [1.609, 6.868, 1.848], [-0.590, 0.036, -5.506], [-1.591, -7.325, 0.303], [0.376, 3.125, -0.724], [1.316, -4.156, 0.159], [1.122, -3.984, -0.897], [-1.496, 1.199, 5.616], [0.044, 1.318, 2.551], [-0.057, -0.632, 1.579], [1.926, -0.218, 1.664], [0.212, -4.134, 2.121], [-2.538, -7.615, 1.212], [-2.893, 0.617, -1.788], [-1.867, 0.293, -1.963], [-1.033, -1.763, -1.923], [2.674, 6.367, 0.597], [-1.085, 0.950, -1.583], [0.421, -0.061, -3.345], [0.049, -1.057, -5.898], [-1.825, 0.111, -5.979], [-0.855, -5.020, 0.593], [0.610, 4.591, 2.125], [-1.148, 6.098, -1.647], [-0.814, 4.846, -1.909], [2.150, 5.996, 1.479], [3.131, 1.717, 2.579], [-1.905, -1.249, -0.416], [3.910, -1.855, 3.147], [-0.022, 4.273, -0.696], [1.775, 2.965, 5.692], [2.089, -3.469, 0.520], [2.964, 5.861, 2.199], [0.122, 1.055, -5.971], [1.227, 4.794, 1.247], [-1.849, -1.175, -1.505], [-0.931, -8.407, 0.000], [-0.686, -6.283, 1.047], [-1.872, 4.095, -2.140]]
}


{
  "formula": "C6H8O2",
  "method": "ωB97M-V/def2-TZVPD",
  "orbital_gap_ev": 10.0502,
  "relative_energy_ev": 2.5140,
  "total_energy_ev": -10444.212,
  "mol_weight_g_mol": 112.13,
  "species": ["H", "C", "C", "O", "H", "H", "H", "H", "C", "C", "O", "H", "H", "H", "C", "C"],
  "xyz": [[2.233, -0.615, 1.165], [0.274, -0.579, -0.931], [1.817, 0.140, 0.470], [1.659, -0.486, -0.818], [-0.005, -1.962, 0.891], [0.031, 0.714, 1.856], [-0.055, -1.146, -1.861], [-0.098, 1.670, -1.061], [-0.264, -1.018, 0.377], [0.321, 0.322, 0.859], [-1.688, -0.910, 0.271], [-2.140, 1.152, 0.501], [-2.405, 0.467, -1.238], [2.433, 1.048, 0.331], [-1.796, 0.436, -0.309], [-0.317, 0.767, -0.504]]
}


{
  "formula": "C4H13NO3",
  "method": "ωB97M-V/def2-TZVPD",
  "orbital_gap_ev": 5.4978,
  "relative_energy_ev": 8.7460,
  "total_energy_ev": -11983.725,
  "mol_weight_g_mol": 123.15,
  "species": ["H", "H", "C", "O", "H", "C", "C", "O", "H", "H", "H", "H", "H", "N", "H", "C", "H", "H", "H", "O", "H"],
  "xyz": [[0.157, 2.909, 0.497], [0.360, 0.694, 0.486], [0.430, 0.408, -0.663], [-2.016, -0.296, -2.211], [-2.659, -0.022, -2.862], [1.119, -2.204, 1.353], [0.159, -1.054, -0.617], [-0.387, 1.143, -1.349], [-1.401, 0.521, -1.718], [1.657, -2.637, -0.570], [-0.213, -1.314, -1.654], [1.729, -3.033, 1.724], [0.591, -1.548, 2.005], [0.356, 2.740, 1.461], [-0.867, -1.232, -0.218], [1.056, -2.006, 0.062], [0.055, 3.490, 1.997], [-1.206, 0.142, 2.072], [1.507, 0.621, -0.913], [-0.279, 0.162, 1.838], [0.208, 1.772, 1.786]]
}


{
  "formula": "C9H12N4",
  "method": "ωB97M-V/def2-TZVPD",
  "orbital_gap_ev": [8.3086, 7.6781],
  "relative_energy_ev": 4.3404,
  "total_energy_ev": -15483.551,
  "mol_weight_g_mol": 176.22,
  "species": ["H", "C", "C", "N", "N", "H", "C", "H", "N", "C", "H", "N", "H", "C", "C", "C", "H", "C", "H", "C", "H", "H", "H", "H", "H"],
  "xyz": [[-0.744, -1.410, 2.157], [3.113, 0.980, -0.544], [-2.577, -0.106, -0.399], [2.768, 1.507, 0.667], [-1.253, 0.359, -0.158], [-2.621, -1.158, -0.390], [-0.084, -0.456, -0.251], [-1.090, -2.164, -1.352], [-3.393, 0.909, -0.291], [-2.648, 2.005, 0.093], [2.009, -0.333, -1.987], [1.113, 0.210, -0.069], [-3.134, 2.933, 0.145], [2.105, 0.246, -0.985], [-1.348, 1.678, 0.145], [1.578, 1.021, 0.984], [-0.458, 2.242, 0.332], [0.178, -1.752, 1.899], [0.201, -2.699, 1.423], [-0.227, -1.515, -1.312], [0.974, -1.552, 2.582], [0.646, -2.159, -1.421], [4.065, 1.058, -1.084], [-0.312, -0.925, -2.183], [1.139, 1.080, 2.001]]
}


{
  "formula": "C4H7N2O",
  "method": "ωB97M-V/def2-TZVPD",
  "orbital_gap_ev": 10.6534,
  "total_charge": 1,
  "relative_energy_ev": 3.2504,
  "total_energy_ev": -9279.540,
  "smiles": "C[C@@H]1C(=[NH2+])N1C=O",
  "mol_weight_g_mol": 99.11,
  "species": ["O", "C", "H", "H", "C", "H", "N", "H", "H", "H", "C", "H", "C", "N"],
  "xyz": [[-1.981, 2.164, -1.173], [-0.142, 0.181, 0.839], [-1.219, 0.739, -2.458], [1.100, 0.539, 2.520], [1.275, 0.600, 1.451], [0.105, -2.169, -1.777], [-0.580, 0.443, -0.604], [1.499, 1.479, 0.907], [0.128, -2.691, -0.170], [-0.869, 0.189, 1.585], [-1.366, 1.208, -1.459], [2.207, 0.019, 1.413], [-0.173, -0.781, -0.285], [0.015, -1.920, -0.789]]
}


{
  "formula": "C22H49FO5",
  "method": "ωB97M-V/def2-TZVPD",
  "orbital_gap_ev": 11.0083,
  "total_energy_ev": -36557.820,
  "smiles": "O=C(OCCF)OCOO.CCCCCC.CCCCCC.CCCCCC",
  "mol_weight_g_mol": 412.63,
  "species": ["H", "C", "H", "H", "H", "C", "C", "O", "H", "C", "H", "H", "H", "C", "O", "H", "C", "H", "H", "H", "H", "H", "H", "C", "H", "C", "H", "H", "H", "H", "O", "C", "C", "H", "H", "H", "H", "C", "H", "C", "O", "H", "C", "H", "H", "H", "C", "C", "C", "C", "C", "C", "H", "H", "H", "C", "H", "H", "H", "H", "H", "H", "H", "C", "H", "H", "C", "H", "H", "H", "H", "H", "H", "F", "O", "H", "H"],
  "xyz": [[-5.076, 2.444, 1.736], [-1.785, 0.056, 0.959], [1.123, -7.476, 0.628], [5.997, 5.540, 3.539], [-2.932, 1.426, -8.191], [-2.561, -1.999, -0.331], [1.789, -6.646, 0.371], [4.404, 2.177, 3.789], [2.016, -4.347, 2.721], [4.942, 3.351, 4.493], [-2.908, -2.346, -1.310], [-0.062, 2.511, 2.903], [0.092, 0.511, -6.139], [0.751, 2.584, 3.774], [5.339, 5.028, 2.963], [0.177, 0.466, -3.060], [-2.632, 2.202, -7.481], [0.652, -2.432, 1.811], [-2.235, 0.339, 3.040], [-0.537, 2.057, -7.890], [0.262, 2.080, 4.712], [-2.848, 0.363, -5.301], [-1.640, -2.537, -0.088], [-1.779, 0.391, -5.064], [1.193, -3.285, -0.279], [2.506, -3.473, 2.280], [2.270, -6.881, -0.583], [-3.240, 0.017, -0.653], [-4.642, 0.077, 1.156], [-3.524, 2.322, 0.902], [4.455, 4.552, 3.794], [-1.199, 1.987, -7.018], [-1.552, 1.420, -3.953], [0.487, -5.159, 1.222], [-4.700, 0.311, 2.893], [-0.022, 2.173, -2.630], [-1.842, 2.420, -4.290], [-2.724, -0.100, 2.161], [-0.836, -0.441, 1.195], [-0.119, 1.448, -3.444], [1.957, 1.915, 3.262], [-1.542, 1.116, 0.822], [0.928, 4.185, 4.092], [0.206, -5.484, -0.477], [-1.530, -0.606, -4.680], [1.310, -2.077, 3.411], [0.996, -5.352, 0.273], [2.967, -3.777, 0.852], [-0.978, 0.628, -6.349], [3.029, 1.843, 4.266], [1.852, -4.149, -0.132], [-2.319, -0.498, -0.364], [-0.905, 2.799, -6.344], [4.555, 3.421, 5.606], [3.392, -3.274, 2.896], [-4.060, 2.042, 1.813], [0.584, 1.737, -4.231], [2.067, -1.373, 1.973], [3.500, -2.904, 0.457], [6.128, 3.382, 4.444], [-1.587, -0.281, -1.152], [-3.333, 2.194, -6.642], [-2.214, 1.176, -3.113], [1.579, -2.270, 2.367], [2.561, -6.589, 1.144], [-1.230, -0.165, -7.064], [-4.108, 0.533, 1.997], [1.857, 4.673, 3.558], [-2.724, 3.172, -7.981], [3.706, -4.587, 0.888], [2.307, -4.350, -1.110], [-0.025, 4.741, 3.639], [-2.850, -1.165, 2.389], [0.916, 4.499, 5.550], [2.840, 1.455, 5.530], [-3.324, -2.270, 0.404], [-3.570, 2.523, 2.665]]
}


{
  "formula": "C20H56BF4N6O12",
  "method": "ωB97M-V/def2-TZVPD",
  "orbital_gap_ev": 9.3352,
  "total_charge": -1,
  "relative_energy_ev": 6.0768,
  "total_energy_ev": -66706.668,
  "mol_weight_g_mol": 659.50,
  "species": ["F", "H", "H", "C", "H", "C", "H", "H", "H", "F", "H", "C", "H", "O", "H", "H", "O", "N", "F", "H", "H", "C", "H", "H", "H", "H", "O", "H", "C", "C", "O", "H", "N", "O", "H", "O", "H", "N", "H", "C", "H", "C", "H", "C", "N", "O", "H", "H", "H", "H", "C", "O", "H", "H", "H", "H", "H", "H", "H", "H", "H", "H", "H", "H", "C", "H", "H", "C", "H", "C", "H", "C", "B", "H", "O", "H", "H", "O", "C", "H", "N", "N", "O", "H", "C", "H", "H", "H", "H", "C", "C", "O", "H", "C", "F", "H", "H", "H", "C"],
  "xyz": [[25.032, -12.788, 13.314], [24.200, -15.542, 8.400], [32.422, -20.215, 17.751], [23.435, -16.790, 17.110], [30.442, -5.270, 14.090], [24.000, -15.655, 7.334], [24.928, -9.886, 8.870], [21.286, -14.540, 8.416], [24.144, -18.463, 17.869], [25.499, -12.506, 11.120], [26.696, -9.547, 6.818], [15.308, -15.284, 10.232], [27.730, -6.012, 12.826], [31.950, -16.205, 12.353], [30.203, -18.491, 17.350], [20.087, -9.050, 15.666], [18.596, -10.260, 17.709], [24.264, -17.037, 16.111], [24.934, -10.803, 12.356], [28.738, -8.038, 12.435], [29.643, -16.272, 16.630], [30.911, -18.072, 16.635], [21.213, -17.164, 6.638], [14.866, -14.870, 9.326], [19.266, -15.543, 7.314], [17.749, -16.755, 10.351], [16.689, -14.948, 10.228], [15.077, -16.347, 10.168], [19.523, -9.962, 15.470], [26.842, -8.813, 7.611], [23.109, -16.669, 7.117], [23.611, -14.651, 7.168], [31.290, -15.768, 15.421], [24.648, -9.468, 8.052], [19.087, -9.779, 14.488], [20.406, -11.100, 15.525], [30.674, -18.513, 15.666], [25.921, -10.364, 17.793], [28.925, -5.510, 14.910], [18.191, -9.971, 16.367], [19.532, -15.325, 10.258], [25.141, -10.106, 18.789], [17.568, -9.078, 16.326], [17.586, -15.955, 9.629], [25.736, -9.324, 19.696], [32.294, -18.309, 16.919], [24.469, -18.025, 16.057], [26.743, -9.300, 19.620], [32.580, -14.728, 10.987], [33.440, -16.309, 11.265], [30.706, -16.498, 16.541], [23.006, -15.687, 17.366], [17.821, -10.213, 18.273], [25.282, -9.012, 20.542], [22.726, -17.700, 18.645], [25.033, -7.638, 7.263], [27.419, -7.935, 7.320], [14.727, -14.827, 11.033], [24.975, -15.775, 6.861], [17.514, -10.746, 16.006], [25.616, -10.979, 17.052], [25.452, -7.846, 8.904], [21.636, -15.611, 5.985], [20.908, -11.080, 14.707], [31.046, -15.267, 12.900], [32.682, -19.983, 15.973], [21.599, -16.079, 8.989], [29.364, -5.148, 13.980], [32.113, -16.295, 15.169], [30.426, -15.756, 14.253], [29.190, -5.834, 11.942], [25.495, -8.355, 7.941], [24.746, -12.122, 12.151], [29.609, -15.095, 14.543], [24.003, -10.572, 18.825], [26.773, -9.837, 17.670], [31.446, -14.280, 13.132], [29.366, -3.794, 13.624], [32.484, -15.804, 11.132], [30.003, -16.761, 14.235], [19.656, -15.940, 8.157], [23.332, -17.864, 17.853], [29.094, -7.535, 13.172], [33.925, -19.526, 17.052], [18.981, -15.317, 9.317], [31.276, -16.223, 17.428], [24.351, -16.326, 15.400], [18.822, -14.263, 9.090], [30.320, -15.226, 12.087], [28.810, -6.118, 12.924], [21.085, -15.581, 8.167], [27.514, -9.436, 8.703], [31.930, -16.148, 10.259], [32.839, -19.577, 16.972], [23.406, -12.277, 11.861], [26.967, -10.196, 8.914], [17.136, -16.272, 8.688], [29.972, -3.381, 14.243], [21.754, -16.245, 6.864]]
}